--- one ---
# C20H28N3O2

C20H28N3O2 as an isolated structure (the ωB97M-V functional and the def2-TZVPD basis, the Open Molecules 2025 dataset).

Values from the calculation:
- molar mass (g/mol) = 342.46
- net charge = +1
- gap between HOMO and LUMO (Eh) = 0.2091

Last column: Mulliken charge in e.
Cartesian coordinates (Å):
C: -1.603 -4.388 0.429  -1.611
C: -2.001 -2.986 0.316  0.570
C: -1.918 -2.073 1.411  -1.203
C: -2.503 -0.896 1.385  -0.304
C: -3.099 -0.529 0.101  0.378
C: -3.284 -1.252 -0.835  1.643
C: -2.831 -2.585 -0.664  -0.514
H: -2.847 -3.064 -1.829  0.093
C: -3.922 -0.593 -2.219  -1.828
H: -3.292 0.214 -2.490  0.301
H: -3.947 -1.166 -2.894  0.881
H: -4.992 -0.209 -2.008  0.261
O: -3.592 0.743 -0.001  -0.651
C: -3.207 2.003 1.068  -1.615
C: -1.726 2.188 0.818  2.543
O: -1.378 3.116 2.033  -0.545
H: -1.803 3.785 1.871  0.297
C: -1.362 2.549 -0.415  -1.700
N: 0.080 2.253 -1.003  0.080
C: 0.083 0.761 -1.022  -1.316
C: 0.999 0.029 -0.221  -1.588
N: 2.251 0.730 -0.066  0.637
H: 4.694 1.518 -0.709  0.264
C: 3.420 -0.009 0.161  0.865
N: 4.685 0.654 -0.583  -0.171
C: 5.955 -0.123 -0.158  -0.149
C: 5.925 -1.578 0.388  -1.042
C: 4.735 -1.845 0.716  -0.189
C: 3.431 -1.397 0.667  -0.846
H: 2.623 -1.862 0.934  0.791
H: 4.720 -2.880 1.140  0.241
H: 6.823 -1.920 0.417  0.609
H: 6.786 0.438 -0.422  0.483
C: 2.365 1.919 -0.606  -1.923
C: 1.041 2.642 -0.173  -1.152
H: 1.173 3.979 -0.369  0.385
H: 0.964 2.616 0.739  0.805
H: 2.522 2.183 -1.399  0.856
H: 3.179 2.599 -0.036  0.686
H: 0.984 -0.898 -0.283  1.668
H: 0.737 0.060 1.047  0.260
H: 0.377 0.617 -1.908  1.025
H: -0.960 0.183 -1.058  -0.315
H: -1.383 3.552 -0.554  0.712
H: -2.171 2.264 -1.262  0.277
H: -1.029 1.221 1.204  -0.909
H: -3.712 2.696 0.783  0.884
H: -3.366 1.505 2.100  0.274
H: -2.475 -0.178 2.208  0.233
H: -1.779 -2.479 2.403  0.465
H: -2.468 -5.029 0.365  0.349
H: -1.084 -4.580 -0.620  0.310
H: -0.819 -4.499 1.101  0.445

--- two ---
# C20H28N3O2

An isolated ion of composition C20H28N3O2 and charge +1 (the ωB97M-V functional and the def2-TZVPD basis, the Open Molecules 2025 dataset).

Values from the calculation:
- molar mass (g/mol) = 342.46
- net charge = +1
- gap between HOMO and LUMO (Eh) = 0.3307

Last column: Mulliken charge in e.
Cartesian coordinates (Å):
C: -0.935 -3.508 -0.930  -1.319
C: -0.268 -3.469 0.435  -0.437
H: 0.731 -3.919 0.383  0.434
H: -0.870 -4.021 1.168  0.398
O: -0.162 -2.108 0.819  -0.032
C: 0.419 -1.798 2.003  0.884
C: 0.891 -2.713 2.938  -0.908
C: 1.421 -2.276 4.139  -0.765
C: 1.489 -0.927 4.437  -0.726
C: 1.035 -0.002 3.512  -0.507
C: 0.517 -0.430 2.303  0.267
N: 0.049 0.517 1.349  0.107
C: 0.459 0.548 0.087  -0.098
O: 1.412 -0.116 -0.331  -0.920
C: -0.288 1.520 -0.841  0.282
N: -0.144 1.022 -2.211  -0.192
H: -1.046 0.720 -2.556  0.393
C: 0.528 1.880 -3.163  -0.944
H: 0.234 2.938 -3.084  0.407
C: 2.051 1.790 -2.962  -0.726
N: 2.470 0.416 -2.630  0.562
C: 2.143 -0.550 -3.681  -0.908
H: 2.513 -1.532 -3.396  0.398
H: 2.604 -0.259 -4.625  0.317
H: 1.065 -0.610 -3.804  0.297
C: 3.895 0.362 -2.291  -0.949
H: 4.113 1.053 -1.479  0.326
H: 4.154 -0.641 -1.962  0.360
H: 4.505 0.624 -3.156  0.404
H: 1.902 0.145 -1.713  0.289
H: 2.566 2.131 -3.863  0.423
H: 2.353 2.430 -2.130  0.418
H: 0.266 1.544 -4.167  0.491
C: -1.740 1.657 -0.452  -0.306
C: -2.312 2.902 -0.230  -0.325
C: -3.658 3.005 0.083  -0.770
C: -4.438 1.865 0.176  -0.483
C: -3.872 0.619 -0.044  -0.761
C: -2.530 0.513 -0.358  -0.013
H: -2.079 -0.456 -0.519  0.447
H: -4.478 -0.271 0.030  0.437
H: -5.485 1.947 0.419  0.408
H: -4.094 3.976 0.253  0.421
H: -1.708 3.796 -0.302  0.407
H: 0.208 2.496 -0.748  0.545
H: -0.713 1.122 1.627  0.335
H: 1.085 1.055 3.721  0.457
H: 1.893 -0.594 5.379  0.397
H: 1.778 -3.003 4.852  0.417
H: 0.838 -3.771 2.740  0.418
H: -0.361 -2.918 -1.641  0.203
H: -0.993 -4.533 -1.282  0.440
H: -1.941 -3.101 -0.869  0.300

Energy ordering: two at the bottom, the next structure 22.719 eV above.

--- one ---
# C3H3Br2N

A 2-piece molecular cluster, C3H3Br2N overall (the ωB97M-V functional and the def2-TZVPD basis, the Open Molecules 2025 dataset).

Values from the calculation:
- molar mass (g/mol) = 212.87
- net charge = 0
- gap between HOMO and LUMO (alpha / beta) (Eh) = 0.2459 / 0.2458

Last column: Mulliken charge in e.
Cartesian coordinates (Å):
C: 1.427 0.273 0.517  -0.280
C: -0.556 -1.408 1.682  -0.242
C: 0.045 0.919 -1.423  -0.121
N: 0.762 0.676 -0.409  -0.012
Br: -2.236 -0.655 1.581  0.032
Br: 0.872 1.378 -3.142  -0.178
H: 1.394 0.657 1.524  0.305
H: -0.791 -2.358 1.328  0.190
H: -0.917 0.518 -1.658  0.306

--- two ---
# C3H3Br2N

One molecule with the formula C3H3Br2N (the ωB97M-V functional and the def2-TZVPD basis, the Open Molecules 2025 dataset).

Values from the calculation:
- molar mass (g/mol) = 212.87
- net charge = 0
- gap between HOMO and LUMO (Eh) = 0.4050

Last column: Mulliken charge in e.
Cartesian coordinates (Å):
C: 1.229 0.788 0.977  0.158
C: -0.984 -0.440 -0.242  -0.593
C: 0.458 -0.111 -0.373  -0.202
N: 1.675 1.273 1.932  -0.363
Br: -1.500 -1.045 1.559  -0.110
Br: 0.806 1.144 -1.771  -0.039
H: -1.608 0.417 -0.406  0.392
H: -1.085 -1.036 -1.185  0.375
H: 1.009 -0.991 -0.492  0.382

Energy ordering: two at the bottom, the next structure 5.080 eV above.

--- one ---
# C49H42N5O6P2TeW

C49H42N5O6P2TeW as an isolated structure (the ωB97M-V functional and the def2-TZVPD basis, the Open Molecules 2025 dataset).

Values from the calculation:
- molar mass (g/mol) = 1170.29
- net charge = -1
- spin multiplicity = 3
- expectation value of S² = 2.033
- gap between HOMO and LUMO (alpha / beta) (Eh) = 0.1838 / 0.2436

Last column: Mulliken charge in e.
Cartesian coordinates (Å):
W: 0.486 -0.025 1.436  1.770
C: -2.838 3.144 -2.558  -1.367
O: -2.184 2.439 -1.522  0.302
C: -2.708 2.518 -0.267  0.836
C: -3.858 3.257 0.013  -0.751
C: -4.413 3.226 1.295  -0.983
C: -3.864 2.420 2.260  -1.276
C: -2.692 1.667 1.991  1.451
C: -2.243 0.725 2.926  -1.918
N: -1.189 -0.125 2.763  1.402
N: -1.050 -0.959 3.876  -1.481
C: 0.178 -1.245 4.059  -0.003
O: 1.111 -0.736 3.277  -0.787
C: 0.602 -2.049 5.227  0.574
C: -0.307 -2.418 6.217  -0.657
C: 0.123 -3.124 7.329  -0.642
C: 1.462 -3.472 7.466  -0.377
C: 2.365 -3.124 6.473  -0.805
C: 1.938 -2.413 5.359  -0.151
C: -2.045 1.804 0.741  0.371
O: -0.855 1.210 0.519  -0.567
H: -3.878 2.825 -2.666  0.328
H: -2.295 2.912 -3.470  0.327
H: -2.813 4.226 -2.389  0.467
H: -4.338 3.836 -0.762  0.527
H: -5.300 3.811 1.508  0.376
H: -4.334 2.316 3.233  0.394
H: -2.797 0.599 3.847  0.309
H: -1.346 -2.140 6.092  0.419
H: -0.588 -3.405 8.096  0.377
H: 1.794 -4.019 8.340  0.377
H: 3.405 -3.411 6.565  0.395
H: 2.630 -2.139 4.573  0.379
N: 0.568 1.969 2.687  -0.425
C: 1.923 2.530 2.797  -0.649
C: 2.960 1.468 2.531  0.213
O: 4.093 1.581 2.990  -0.774
N: 2.528 0.481 1.729  0.624
C: 3.475 -0.601 1.524  -1.023
C: 2.773 -1.886 1.141  0.117
O: 3.406 -2.892 0.904  -0.765
O: 1.466 -1.802 1.040  -0.694
H: -0.084 2.657 2.335  0.197
H: 0.249 1.672 3.599  0.339
H: 2.121 2.961 3.776  0.409
H: 2.050 3.311 2.048  0.046
H: 4.061 -0.774 2.424  0.635
H: 4.189 -0.354 0.733  0.532
Te: 0.204 -1.396 -3.554  0.343
C: -0.786 -0.070 -4.880  0.128
C: -0.273 0.188 -6.147  -0.528
C: -0.979 1.022 -7.004  -0.349
N: -2.147 1.588 -6.693  -0.678
C: -2.628 1.332 -5.472  -0.647
C: -1.989 0.532 -4.536  0.198
C: -0.089 -0.265 -1.778  -0.490
P: -0.774 -1.284 -0.429  1.149
C: -0.409 -3.077 -0.560  1.838
C: -1.320 -3.971 0.002  -0.890
C: -1.065 -5.337 0.004  -0.777
C: 0.105 -5.823 -0.564  -0.655
C: 1.029 -4.938 -1.103  -1.125
C: 0.778 -3.576 -1.085  -0.410
C: -2.584 -1.320 -0.748  0.550
C: -3.497 -0.770 0.143  -0.488
C: -4.851 -0.703 -0.173  -0.297
C: -5.308 -1.212 -1.377  -0.801
C: -4.410 -1.821 -2.249  -0.725
C: -3.060 -1.880 -1.936  -0.443
P: 1.388 0.391 -0.958  2.118
C: 1.659 2.239 -0.851  0.519
C: 0.731 3.252 -1.027  -0.111
C: 1.071 4.582 -0.783  -0.482
C: 2.351 4.923 -0.379  -0.735
C: 3.305 3.923 -0.238  -0.454
C: 2.958 2.600 -0.464  -0.775
C: 2.818 0.158 -2.093  0.311
C: 3.820 -0.781 -1.886  -0.342
C: 4.862 -0.905 -2.802  -1.097
C: 4.901 -0.099 -3.926  -0.649
C: 3.888 0.831 -4.144  -0.779
C: 2.854 0.962 -3.233  -0.590
H: 0.672 -0.245 -6.458  0.354
H: -0.587 1.254 -7.990  0.354
H: -3.582 1.795 -5.235  0.398
H: -2.411 0.389 -3.545  0.445
H: -2.236 -3.597 0.444  0.418
H: -1.777 -6.018 0.454  0.423
H: 0.303 -6.889 -0.574  0.366
H: 1.957 -5.307 -1.521  0.468
H: 1.542 -2.897 -1.448  -0.144
H: -3.159 -0.408 1.097  0.336
H: -5.541 -0.248 0.530  0.469
H: -6.361 -1.155 -1.631  0.379
H: -4.761 -2.250 -3.180  0.447
H: -2.375 -2.360 -2.621  0.420
H: -0.252 2.997 -1.380  0.229
H: 0.326 5.358 -0.929  0.483
H: 2.610 5.957 -0.181  0.347
H: 4.316 4.170 0.066  0.430
H: 3.718 1.835 -0.355  0.033
H: 3.790 -1.433 -1.021  0.286
H: 5.643 -1.637 -2.630  0.472
H: 5.711 -0.198 -4.638  0.375
H: 3.902 1.460 -5.028  0.428
H: 2.060 1.678 -3.408  0.550

--- two ---
# C49H42N5O6P2TeW

C49H42N5O6P2TeW as an isolated structure (the ωB97M-V functional and the def2-TZVPD basis, the Open Molecules 2025 dataset).

Values from the calculation:
- molar mass (g/mol) = 1170.29
- net charge = -1
- spin multiplicity = 3
- expectation value of S² = 2.055
- gap between HOMO and LUMO (alpha / beta) (Eh) = 0.2179 / 0.2074

Last column: Mulliken charge in e.
Cartesian coordinates (Å):
W: -0.867 1.244 -0.670  0.502
C: -0.262 -3.498 -5.239  -1.013
O: -0.113 -2.567 -4.201  0.302
C: 0.811 -1.555 -4.353  0.261
C: 1.996 -1.684 -4.983  -0.604
C: 2.916 -0.599 -4.987  -1.133
C: 2.712 0.467 -4.167  -1.150
C: 1.564 0.623 -3.330  0.266
C: 1.676 1.641 -2.396  -0.556
N: 0.894 1.960 -1.331  2.405
N: 1.339 3.055 -0.612  -1.255
C: 0.498 3.395 0.356  -0.361
O: -0.637 2.680 0.511  -0.235
C: 0.777 4.471 1.254  0.750
C: 1.977 5.205 1.174  -0.548
C: 2.229 6.222 2.063  -0.777
C: 1.303 6.550 3.050  -0.543
C: 0.108 5.842 3.131  -0.928
C: -0.157 4.820 2.251  -0.132
C: 0.363 -0.207 -3.814  0.195
O: -1.220 0.903 -2.399  -0.385
H: 0.679 -3.977 -5.525  0.278
H: -0.699 -3.025 -6.129  0.348
H: -0.950 -4.260 -4.873  0.234
H: 2.295 -2.620 -5.433  0.185
H: 3.816 -0.676 -5.578  0.342
H: 3.493 1.209 -4.079  0.335
H: 2.586 2.238 -2.450  0.218
H: 2.675 4.936 0.399  0.463
H: 3.156 6.774 1.998  0.422
H: 1.505 7.354 3.743  0.395
H: -0.619 6.104 3.889  0.430
H: -1.089 4.270 2.300  0.428
N: -1.009 3.624 -2.107  -0.286
C: -2.053 4.387 -1.429  -0.342
C: -3.248 3.456 -1.162  0.321
O: -4.391 3.881 -1.312  -0.801
N: -2.897 2.219 -0.800  -0.143
C: -4.031 1.323 -0.610  -1.124
C: -3.545 0.077 0.123  0.258
O: -4.289 -0.756 0.587  -0.727
O: -2.242 0.036 0.192  0.011
H: -0.185 4.202 -2.262  0.272
H: -1.347 3.300 -3.012  0.273
H: -2.414 5.245 -2.016  0.357
H: -1.662 4.765 -0.477  -0.004
H: -4.466 1.019 -1.575  0.286
H: -4.831 1.806 -0.035  0.455
Te: 1.928 -2.319 1.949  0.130
C: 0.607 -3.746 2.911  0.048
C: 0.013 -3.473 4.141  0.035
C: -0.869 -4.392 4.680  -0.376
N: -1.182 -5.542 4.099  -0.702
C: -0.606 -5.808 2.935  -0.521
C: 0.285 -4.958 2.304  -0.115
C: 0.311 -1.412 0.871  -1.987
P: -0.087 0.197 1.537  3.050
C: -1.368 -0.107 2.800  0.136
C: -1.968 -1.357 2.871  -0.855
C: -2.975 -1.596 3.786  -0.809
C: -3.396 -0.579 4.627  -0.867
C: -2.827 0.683 4.535  -0.704
C: -1.822 0.926 3.617  -0.680
C: 1.299 0.836 2.558  1.123
C: 2.390 1.371 1.874  -0.185
C: 3.501 1.818 2.563  -0.855
C: 3.537 1.728 3.944  -0.718
C: 2.474 1.161 4.627  -0.837
C: 1.359 0.717 3.942  -0.614
P: 0.800 -0.922 -0.794  0.638
C: -0.717 -1.296 -1.731  0.138
C: -1.712 -2.174 -1.331  -0.483
C: -2.844 -2.395 -2.098  -0.930
C: -3.013 -1.686 -3.304  -1.040
C: -2.096 -0.794 -3.742  -1.228
C: -0.908 -0.383 -2.920  1.855
C: 1.819 -2.335 -1.386  1.182
C: 1.342 -3.641 -1.327  0.048
C: 2.129 -4.679 -1.782  -1.125
C: 3.384 -4.424 -2.316  -0.589
C: 3.856 -3.124 -2.384  -0.882
C: 3.078 -2.083 -1.912  -0.429
H: 0.231 -2.553 4.664  0.267
H: -1.360 -4.202 5.628  0.411
H: -0.881 -6.757 2.491  0.375
H: 0.730 -5.229 1.358  0.421
H: -1.640 -2.134 2.196  0.344
H: -3.429 -2.576 3.843  0.560
H: -4.177 -0.767 5.350  0.377
H: -3.174 1.478 5.181  0.429
H: -1.371 1.908 3.533  0.580
H: 2.369 1.417 0.789  -0.019
H: 4.337 2.243 2.025  0.468
H: 4.397 2.086 4.489  0.394
H: 2.509 1.061 5.702  0.438
H: 0.534 0.274 4.481  0.376
H: -1.578 -2.723 -0.407  0.134
H: -3.585 -3.115 -1.792  0.432
H: -3.886 -1.884 -3.909  0.415
H: -2.244 -0.241 -4.659  0.546
H: -0.028 0.372 -4.679  1.025
H: 0.358 -3.837 -0.927  0.539
H: 1.765 -5.696 -1.727  0.466
H: 3.997 -5.241 -2.672  0.397
H: 4.828 -2.917 -2.810  0.410
H: 3.433 -1.062 -1.964  0.416

Energy ordering: one at the bottom, the next structure 4.460 eV above.

--- one ---
# C3N2O2

A 2-piece molecular cluster, C3N2O2 overall (the ωB97M-V functional and the def2-TZVPD basis, the Open Molecules 2025 dataset).

Values from the calculation:
- molar mass (g/mol) = 96.04
- net charge = 0
- gap between HOMO and LUMO (Eh) = 0.3882

Last column: Mulliken charge in e.
Cartesian coordinates (Å):
C: 0.228 0.655 0.113  0.612
C: -0.303 -1.697 -0.178  0.081
C: 1.416 0.034 0.018  -0.119
N: 2.495 -0.281 -0.003  -0.366
N: -0.729 1.321 -0.021  0.515
O: -1.325 -1.898 0.192  -0.126
O: -1.782 1.865 -0.121  -0.598

--- two ---
# C3N2O2

One molecule with the formula C3N2O2 (the ωB97M-V functional and the def2-TZVPD basis, the Open Molecules 2025 dataset).

Values from the calculation:
- molar mass (g/mol) = 96.04
- net charge = 0
- gap between HOMO and LUMO (Eh) = 0.3445

Last column: Mulliken charge in e.
Cartesian coordinates (Å):
C: 1.173 -0.509 0.991  0.414
C: -0.991 0.975 -0.466  0.466
C: -0.413 -0.342 -0.927  0.449
N: 1.828 -0.770 1.884  -0.362
N: 0.284 -0.056 0.176  -0.260
O: -1.347 1.943 0.051  -0.232
O: -0.535 -1.241 -1.709  -0.475

Energy ordering: two at the bottom, the next structure 1.223 eV above.